1.
The following is a quantum chemistry calculation of a cluster of 14 separate species, C21H10Cl52FNO3 in total at a distorted geometry, from the Open Molecules 2025 dataset.

Structure (XYZ):
```
88
Properties=species:S:1:pos:R:3:forces:R:3:mulliken_charge:R:1
C 0.4578 -0.8153 -1.5948 -0.2 0.0 0.2 -0.51
N 0.7260 -1.8028 -0.5404 -0.1 -0.1 -0.7 -0.07
C 0.0428 -3.0816 -0.7978 0.4 0.1 0.7 -0.80
C -0.5596 -3.6958 0.4091 -0.6 0.3 -1.3 0.30
C -0.1293 -3.8233 1.6394 -0.3 -0.1 0.3 0.61
C 1.1214 -3.3242 2.1992 0.2 -0.9 0.3 0.40
C 1.7392 -4.3363 3.1029 0.1 0.4 0.6 -0.75
F 2.0154 -5.4721 2.4058 0.2 -1.0 -0.7 -0.32
C -1.1841 -4.6173 2.3264 0.2 0.5 0.6 0.08
O -1.1341 -5.3984 3.2169 -0.1 0.2 0.3 -0.52
O -2.3528 -4.3462 1.6240 -1.2 -1.7 0.0 -0.31
C -1.9133 -4.3166 0.3219 0.9 0.7 0.1 0.00
O -2.4743 -4.7520 -0.6241 -0.7 0.1 -0.2 -0.55
H -0.1895 -0.0411 -1.2230 -0.4 0.5 0.2 0.36
H -0.0181 -1.2452 -2.4634 -0.2 -0.3 -0.4 0.61
H 1.3637 -0.3426 -1.9491 0.0 -0.3 0.4 -0.48
H 1.7099 -1.9882 -0.6053 0.4 -0.1 0.3 0.22
H 0.7241 -3.8160 -1.1914 0.4 -0.4 -0.5 0.28
H -0.7466 -2.9751 -1.5093 -0.5 0.2 -0.6 0.56
H 1.7869 -3.1089 1.3928 0.6 0.4 -0.5 -0.06
H 0.9361 -2.4389 2.7649 -0.1 0.9 0.4 0.23
H 2.6543 -3.9720 3.5253 0.6 0.3 0.2 0.48
H 1.0808 -4.5896 3.9069 -0.5 -0.2 0.5 0.38
C 3.5415 1.8581 -4.2916 0.1 0.1 0.0 0.17
Cl 4.8953 0.8289 -4.7556 0.0 -0.1 0.0 -0.11
Cl 2.6559 2.3524 -5.7220 0.2 0.1 -0.1 0.04
Cl 2.4618 0.9550 -3.2052 0.5 0.3 -0.4 -0.13
Cl 4.1441 3.2842 -3.4442 0.0 0.0 0.1 -0.09
C 1.9776 1.4038 1.6430 0.0 0.2 0.0 0.19
Cl 2.2153 1.6828 -0.0802 0.2 0.1 0.0 0.06
Cl 0.2477 1.3517 1.9602 -0.1 0.0 0.0 -0.12
Cl 2.7089 -0.1273 2.0928 0.2 -0.2 0.1 -0.04
Cl 2.7574 2.7048 2.5764 0.0 -0.3 -0.3 -0.07
C -1.2980 1.6549 -6.2668 0.0 0.0 -0.1 0.13
Cl -0.2552 1.0819 -4.9591 -0.3 -0.1 -0.1 0.05
Cl -0.3590 2.6883 -7.3574 0.0 0.1 0.0 -0.09
Cl -1.9319 0.2988 -7.1976 0.1 0.0 0.1 -0.02
Cl -2.6260 2.5772 -5.5693 -0.1 0.0 0.0 -0.04
C 3.6926 6.5283 0.8564 0.0 0.0 0.0 0.28
Cl 4.7751 5.9979 2.1473 0.0 0.0 0.0 -0.10
Cl 4.5995 7.4862 -0.3157 0.0 0.0 0.0 -0.11
Cl 3.0022 5.1167 0.0588 0.0 0.0 -0.1 0.01
Cl 2.3964 7.5081 1.5422 0.0 0.0 0.0 -0.10
C 5.9833 -4.6295 2.8744 0.0 0.0 0.0 0.31
Cl 4.9128 -3.4658 2.0763 0.1 0.1 -0.1 -0.03
Cl 6.5830 -3.9260 4.3776 0.0 0.0 0.0 -0.10
Cl 5.0944 -6.1047 3.2267 0.0 0.0 0.0 -0.08
Cl 7.3407 -4.9939 1.8097 0.0 0.0 0.0 -0.11
C -0.5815 3.7516 5.7801 0.1 0.0 0.0 0.21
Cl -1.6924 4.8897 5.0139 0.0 0.0 0.0 -0.11
Cl 0.0982 4.4854 7.2372 -0.2 -0.1 -0.3 -0.05
Cl -1.4560 2.2799 6.2159 0.0 0.0 0.0 -0.11
Cl 0.7158 3.3490 4.6519 -0.2 0.2 0.3 0.05
C -6.3308 -6.7128 -2.6289 0.0 0.1 0.0 0.31
Cl -5.6689 -6.9084 -1.0133 0.1 0.0 0.1 -0.07
Cl -8.0926 -6.8522 -2.5671 0.0 0.0 0.0 -0.11
Cl -5.8910 -5.1285 -3.2704 -0.1 -0.1 0.2 -0.01
Cl -5.6792 -7.9660 -3.6872 0.0 -0.1 -0.1 -0.11
C 0.5876 6.8311 10.7207 0.0 0.1 0.0 0.37
Cl 1.4784 6.9934 12.2315 0.0 0.2 0.0 -0.07
Cl -1.1417 6.7659 11.0572 -0.1 0.0 0.0 -0.10
Cl 0.9338 8.2064 9.6726 0.0 0.0 0.0 -0.10
Cl 1.0816 5.3387 9.9103 0.2 0.0 0.3 -0.09
C -3.5637 4.2699 -1.6520 0.0 0.0 0.0 0.32
Cl -1.9770 3.5968 -2.0336 0.0 0.0 0.0 -0.01
Cl -4.5435 4.3445 -3.1220 0.0 0.0 0.0 -0.11
Cl -4.3670 3.2430 -0.4644 0.0 0.0 0.0 -0.10
Cl -3.3711 5.8942 -0.9934 0.0 0.0 0.0 -0.10
C 4.2796 3.7890 -9.2981 0.0 0.0 0.0 0.31
Cl 2.5784 3.8249 -8.8272 -0.1 0.1 -0.1 -0.05
Cl 4.4459 4.3913 -10.9467 0.0 0.0 0.0 -0.10
Cl 5.2104 4.8065 -8.1988 0.0 0.0 0.0 -0.09
Cl 4.8731 2.1303 -9.2105 0.0 -0.1 0.0 -0.09
C -3.9633 -3.1876 -6.0815 0.0 0.0 0.0 0.25
Cl -3.0611 -3.0362 -7.5940 0.1 0.0 -0.1 -0.13
Cl -4.1675 -1.5817 -5.3750 -0.1 -0.1 0.2 -0.08
Cl -5.5453 -3.8876 -6.4232 0.2 0.2 -0.1 0.02
Cl -3.0899 -4.2443 -4.9694 0.1 0.1 0.0 -0.05
C 3.0065 3.4632 14.6045 0.0 0.0 0.0 0.33
Cl 4.2922 2.3532 14.1265 0.0 0.0 0.0 -0.10
Cl 2.0625 3.9199 13.1881 0.0 -0.2 0.0 -0.02
Cl 1.9584 2.6763 15.7856 0.0 0.0 0.0 -0.10
Cl 3.7175 4.9117 15.3225 0.0 0.1 0.0 -0.11
C -8.4627 -4.1627 -9.5167 0.0 0.0 0.0 0.35
Cl -10.1805 -4.2929 -9.8940 0.0 0.0 0.0 -0.10
Cl -8.1811 -4.7079 -7.8624 -0.3 -0.1 0.0 -0.07
Cl -7.5356 -5.1679 -10.6305 0.0 0.0 0.0 -0.10
Cl -7.9486 -2.4823 -9.6721 0.0 0.1 0.0 -0.09
```
Positions in Å, forces in eV/Å.

Properties
Spin multiplicity: 1
HOMO energy (eV): -9.8
HOMO-LUMO gap (eV): 9.61
Total energy (eV): -683449.794

2.
The following is a quantum chemistry calculation of a cluster of 2 separate species, C4H10OSi in total at a distorted geometry, from the Open Molecules 2025 dataset.

Structure (XYZ):
```
16
Properties=species:S:1:pos:R:3:forces:R:3:nbo_charge:R:1
O 1.3980 1.0321 0.2111 0.1 0.7 0.2 -1.15
Si 2.8349 0.6973 -0.0382 1.5 0.3 -1.3 1.60
H 3.4718 0.8720 -1.4453 -0.3 -0.3 1.2 -0.22
H 3.7344 0.3324 1.0603 0.3 -0.2 -0.1 -0.23
C -0.6711 -2.1633 0.0237 -1.3 -1.2 3.2 -0.70
C -0.8060 -0.7219 -0.4434 0.7 -1.2 0.7 -0.24
C -0.7903 0.2902 0.3806 -1.2 2.2 -1.9 -0.12
C -1.2162 1.7227 -0.0409 -1.0 -2.2 -0.8 -0.64
H -0.0189 -2.7601 0.7975 0.6 2.3 -1.4 0.22
H -0.7095 -2.9259 -0.7623 -1.0 0.3 0.1 0.22
H -1.5207 -2.0884 0.8400 0.5 -1.4 -2.2 0.23
H -1.1344 -0.5562 -1.4374 -0.2 -0.2 -1.0 0.19
H -0.4229 0.1652 1.3411 0.3 -0.2 1.9 0.19
H -1.6852 2.1795 0.7974 0.1 0.9 0.8 0.21
H -0.4102 2.2643 -0.5069 0.2 0.4 0.3 0.23
H -2.0537 1.6601 -0.7775 0.7 -0.1 0.3 0.20
```
Positions in Å, forces in eV/Å.

Properties
Energy above the lowest of the compared OMol25 structures with the same formula, charge and spin (kJ/mol): 359.9
SMILES: O=[SiH2].C/C=C/C
Spin multiplicity: 1
HOMO energy (eV): -8.0
HOMO-LUMO gap (eV): 7.51
Total energy (eV): -14231.890

3.
The following is a quantum chemistry calculation of the molecule C10H15NO3S, from the Open Molecules 2025 dataset.

Structure (XYZ):
```
30
Properties=species:S:1:pos:R:3:forces:R:3:nbo_charge:R:1
C -4.6730 0.3248 0.8448 0.2 0.0 0.1 -0.61
C -3.2676 -0.0929 1.2607 -0.1 -0.1 -0.1 -0.40
C -2.5922 -1.0207 0.2491 0.2 0.4 0.0 -0.43
C -2.1688 -0.2888 -1.0269 -0.3 -0.5 0.0 -0.07
O -1.2369 0.7482 -0.7780 0.1 0.2 0.1 -0.49
C 0.0555 0.4587 -0.5106 0.3 0.1 0.1 0.32
C 0.6358 -0.8086 -0.5787 -0.3 0.0 -0.1 -0.27
C 1.9829 -0.9641 -0.3014 0.1 0.0 0.1 -0.16
C 2.7463 0.1293 0.0458 0.5 -0.2 0.3 -0.38
S 4.4793 -0.0827 0.3641 0.4 0.1 -0.6 2.30
N 5.1201 0.1976 -1.1736 -0.3 -0.1 0.7 -1.08
O 4.9473 0.9621 1.2282 -0.3 0.2 -0.2 -0.94
O 4.7459 -1.4509 0.7045 -0.3 0.0 -0.3 -0.94
C 2.1893 1.3927 0.1202 -0.1 0.1 0.0 -0.16
C 0.8501 1.5577 -0.1566 -0.1 -0.1 -0.1 -0.24
H -4.6550 0.9128 -0.0690 -0.1 0.1 -0.1 0.20
H -5.2988 -0.5502 0.6807 -0.1 -0.1 0.0 0.20
H -5.1291 0.9299 1.6244 -0.1 0.1 0.0 0.21
H -2.6460 0.7945 1.3940 0.0 0.0 0.1 0.21
H -3.3219 -0.6090 2.2215 0.1 0.1 0.0 0.20
H -3.2726 -1.8282 -0.0277 0.0 -0.1 0.0 0.21
H -1.7090 -1.4637 0.7136 0.0 -0.1 -0.1 0.21
H -1.7745 -0.9961 -1.7662 0.0 0.1 0.0 0.18
H -3.0266 0.2226 -1.4694 0.1 -0.1 0.0 0.20
H 0.0543 -1.6757 -0.8476 -0.1 -0.1 0.0 0.22
H 2.4515 -1.9345 -0.3373 0.0 -0.2 0.0 0.24
H 5.5926 -0.6172 -1.5299 0.1 -0.3 0.0 0.40
H 5.7256 1.0022 -1.1793 0.1 0.2 0.1 0.40
H 2.8140 2.2223 0.4087 0.0 0.2 0.0 0.24
H 0.3819 2.5279 -0.1081 0.0 0.1 0.0 0.23
```
Positions in Å, forces in eV/Å.

Properties
Energy above the lowest of the compared OMol25 structures with the same formula, charge and spin (kJ/mol): 0.0
SMILES: CCCCOc1ccc(S(N)(=O)=O)cc1
Spin multiplicity: 1
HOMO energy (eV): -9.0
HOMO-LUMO gap (eV): 9.74
Total energy (eV): -29080.785

4.
The following is a quantum chemistry calculation of a cluster of 14 separate species, C4H36O13S in total at a distorted geometry, from the Open Molecules 2025 dataset.

Structure (XYZ):
```
54
Properties=species:S:1:pos:R:3:forces:R:3:nbo_charge:R:1
C 0.6189 1.9132 -1.5748 -1.8 -1.3 -0.9 -0.62
C 0.9008 0.9566 -0.4257 -0.3 1.6 1.1 -0.42
C -0.3817 0.4875 0.2577 -0.7 -1.0 -1.2 -0.45
C -0.0640 -0.5476 1.3479 0.1 0.4 -0.3 -0.60
S -1.6149 -1.1841 2.0676 0.8 0.5 -0.6 0.68
H 1.4998 2.3921 -1.8704 1.4 0.8 -0.5 0.23
H 0.1922 1.3886 -2.4847 0.5 0.5 1.0 0.22
H -0.1360 2.6604 -1.3494 -0.1 0.2 0.3 0.22
H 1.5318 1.5004 0.3276 -0.4 -0.7 -0.7 0.21
H 1.4375 0.1340 -0.8007 0.9 -1.1 -0.3 0.22
H -1.0480 0.0012 -0.5258 0.6 0.6 1.0 0.22
H -0.8948 1.3661 0.6454 -0.2 -0.2 0.2 0.24
H 0.5650 -0.0621 2.1235 -0.3 -0.6 0.2 0.32
H 0.5092 -1.4228 0.9194 -0.6 0.5 0.5 0.31
H -1.1588 -1.8616 3.1349 0.2 -0.1 0.2 0.16
H -1.8869 -3.3388 -0.0978 -1.0 -0.1 3.7 0.45
H -0.7764 -3.1663 -1.0811 0.0 0.0 -0.3 0.50
O -1.7270 -3.3813 -0.9845 0.9 0.0 -3.2 -0.96
H -2.1436 2.9940 2.1806 -1.0 -0.3 -0.6 0.51
H -1.5340 2.6492 3.5040 -0.1 -2.4 2.9 0.47
O -1.5061 3.2620 2.8426 0.9 2.7 -2.1 -0.95
H 3.9911 -1.7373 -0.7435 0.2 0.3 0.0 0.50
H 3.8612 -0.2832 -0.3132 0.2 -0.2 -0.2 0.50
O 4.1254 -0.8260 -1.0777 0.0 -0.1 -0.3 -0.98
H -0.9688 -0.4160 -2.5736 2.5 -1.7 0.9 0.46
H -2.4795 -0.7634 -2.9699 1.6 0.8 0.3 0.53
O -1.7357 -0.0425 -2.8891 -4.0 0.6 -1.3 -0.99
H 1.2043 -2.0953 -1.9558 0.1 0.1 -0.2 0.53
H 1.0944 -3.6259 -1.7880 0.2 -0.3 -0.1 0.51
O 0.8597 -2.8028 -1.3512 -0.3 0.2 -0.1 -1.01
H 4.1801 -0.3187 1.9758 -0.9 -0.1 -0.9 0.50
H 2.9383 0.4772 1.8527 -2.0 3.1 1.9 0.50
O 3.3593 -0.2073 1.4274 3.1 -2.8 -0.5 -0.99
H -0.0854 3.5396 2.0309 1.0 0.1 -0.4 0.51
H 0.5742 3.3327 0.6333 0.2 0.3 0.2 0.47
O 0.8089 3.5424 1.5494 -1.2 -0.2 0.1 -0.98
H -4.2425 -2.0693 -2.3030 0.9 -0.3 -0.3 0.49
H -2.7798 -2.6844 -2.1549 0.0 -0.5 0.7 0.51
O -3.3576 -2.1580 -2.7131 -1.3 0.9 -0.6 -0.97
H 2.6718 2.1663 3.4617 -0.6 -0.4 -0.5 0.50
H 1.5781 2.2686 2.3669 -0.6 1.5 -0.7 0.51
O 2.0880 1.6434 2.8727 1.2 -1.0 1.4 -1.01
H -3.7845 1.4952 1.3724 0.2 0.8 -0.5 0.47
H -3.0949 2.2345 0.1456 -0.3 -0.3 -0.4 0.52
O -3.3224 2.3110 1.0932 -0.1 -0.7 0.8 -0.99
H 1.9454 -0.1526 -3.2096 -0.1 0.6 -0.4 0.49
H 2.9229 -0.9052 -2.2740 0.4 0.2 0.1 0.51
O 2.1412 -1.0142 -2.8642 -0.3 -0.8 0.3 -0.99
H 2.8452 -1.8402 0.9053 0.2 0.8 0.7 0.48
H 2.0804 -2.6659 -0.0869 -0.7 -0.4 -0.7 0.48
O 2.8752 -2.6644 0.4331 0.5 -1.0 0.4 -0.97
H -2.4154 1.2162 -1.9978 0.1 -0.1 -0.4 0.51
H -2.8855 2.7050 -2.1488 0.0 -0.3 0.1 0.49
O -2.8480 1.9595 -1.5340 -0.1 0.6 0.2 -1.01
```
Positions in Å, forces in eV/Å.

Properties
Total charge: +1
<S²>: 0.75
Spin multiplicity: 2
HOMO energy (spin up / spin down) (eV): -13.8 / -13.8
HOMO-LUMO gap (spin up / spin down) (eV): 9.97 / 4.62
Total energy (eV): -42177.922

Q: Look up the spin multiplicity of the first one.
A: 1